{
  "formula": "C24H45NO5P",
  "method": "ωB97M-V/def2-TZVPD",
  "species": ["C", "C", "O", "O", "C", "C", "C", "C", "C", "P", "C", "N", "C", "C", "C", "C", "O", "O", "C", "C", "C", "C", "C", "C", "C", "C", "H", "H", "H", "H", "H", "H", "H", "H", "H", "H", "H", "H", "H", "H", "H", "H", "H", "H", "H", "H", "H", "H", "H", "H", "H", "H", "H", "H", "H", "H", "H", "H", "H", "H", "H", "C", "C", "O", "C", "C", "H", "H", "H", "H", "H", "H", "H", "H", "H", "H"],
  "positions_angstrom": [[-2.444, 4.109, 6.945], [-2.835, 3.982, 5.379], [-3.799, 3.200, 5.130], [-2.158, 4.739, 4.378], [-1.376, 3.865, 3.494], [-2.345, 3.381, 2.295], [-1.449, 2.524, 1.224], [-2.331, 1.308, 0.669], [-2.058, 0.876, -0.852], [-0.291, 0.211, -1.249], [-0.740, -1.261, -0.069], [0.074, -2.504, -0.191], [0.210, 1.755, -2.273], [1.547, 2.541, -1.815], [1.447, 3.319, -0.421], [2.804, 4.180, -0.242], [3.380, 4.155, 0.872], [3.405, 4.936, -1.298], [1.347, -0.616, -1.837], [2.552, -0.599, -0.795], [2.506, -0.561, 0.738], [3.783, -0.596, 1.625], [5.212, -0.628, 0.983], [6.537, -0.670, 1.871], [5.302, -0.619, -0.564], [3.998, -0.626, -1.428], [-2.986, 3.265, 7.515], [-1.322, 3.976, 7.122], [-2.860, 5.103, 7.329], [-0.949, 2.947, 4.031], [-0.469, 4.462, 3.100], [-2.820, 4.290, 1.766], [-3.129, 2.662, 2.702], [-0.490, 2.222, 1.760], [-1.285, 3.241, 0.342], [-2.316, 0.468, 1.439], [-3.425, 1.701, 0.685], [-2.864, 0.075, -1.098], [-2.401, 1.767, -1.497], [-0.919, -0.453, -2.408], [0.315, 0.837, -0.099], [-1.844, -1.590, -0.143], [-0.621, -0.896, 1.028], [-0.501, -3.311, -0.520], [0.408, -2.765, 0.750], [0.261, 1.432, -3.388], [-0.584, 2.602, -2.286], [2.514, 1.922, -1.942], [1.667, 3.380, -2.610], [1.336, 2.647, 0.489], [0.607, 4.109, -0.509], [4.328, 4.592, -1.354], [1.189, -1.650, -2.337], [1.760, -0.017, -2.745], [1.503, -0.503, 1.260], [3.668, -0.596, 2.762], [6.637, 0.309, 2.461], [6.534, -1.516, 2.657], [7.424, -0.741, 1.155], [6.336, -0.606, -1.072], [4.149, -0.623, -2.562], [-4.599, -5.598, -2.980], [-3.557, -4.551, -3.340], [-2.461, -4.508, -2.438], [-1.698, -5.700, -2.314], [-1.067, -6.153, -3.619], [-4.983, -5.423, -1.970], [-5.434, -5.562, -3.685], [-4.187, -6.608, -3.002], [-4.025, -3.565, -3.309], [-3.199, -4.690, -4.365], [-2.309, -6.495, -1.873], [-0.903, -5.487, -1.594], [-1.818, -6.386, -4.377], [-0.463, -7.049, -3.458], [-0.425, -5.366, -4.026]],
  "homo_ev": -3.7,
  "multiplicity": 1,
  "charge": -1,
  "orbital_gap_ev": 6.26,
  "mol_weight_g_mol": 458.6,
  "lumo_ev": 2.60
}

=====

{
  "formula": "C4H14N2O",
  "method": "ωB97M-V/def2-TZVPD",
  "species": ["C", "N", "C", "C", "C", "N", "H", "H", "H", "H", "H", "H", "H", "H", "H", "H", "H", "H", "O", "H", "H"],
  "positions_angstrom": [[-1.080, -2.104, 0.844], [-0.653, -0.809, 0.293], [-0.513, -0.828, -1.155], [0.601, -0.452, 0.990], [1.204, 0.872, 0.498], [2.397, 0.665, -0.344], [-1.077, -2.949, 0.154], [-0.537, -2.401, 1.749], [-2.064, -2.018, 1.331], [-1.099, -1.504, -1.777], [0.515, -0.756, -1.542], [-0.847, 0.119, -1.569], [0.440, -0.398, 2.082], [1.434, -1.185, 1.080], [0.396, 1.398, -0.002], [1.269, 1.476, 1.434], [2.374, 1.378, -1.054], [3.184, 0.640, 0.281], [-1.840, 2.260, -0.912], [-1.414, 1.394, -0.937], [-1.377, 2.709, -0.212]],
  "homo_ev": -8.7,
  "multiplicity": 1,
  "e_above_lowest_kcal_mol": 61.9,
  "orbital_gap_ev": 9.58,
  "smiles": "CN(C)CCN.O",
  "mol_weight_g_mol": 106.2,
  "lumo_ev": 0.91
}

=====

{
  "formula": "C19H41BCrN6Si4Te",
  "method": "ωB97M-V/def2-TZVPD",
  "species": ["H", "N", "B", "N", "C", "Cr", "H", "C", "H", "C", "H", "C", "H", "H", "H", "N", "N", "N", "N", "C", "C", "H", "H", "C", "C", "C", "C", "H", "H", "H", "H", "H", "C", "Si", "C", "C", "Si", "Te", "Si", "C", "C", "C", "Si", "C", "C", "C", "H", "H", "H", "H", "H", "H", "H", "H", "H", "H", "H", "H", "H", "H", "H", "H", "H", "H", "H", "H", "H", "H", "H", "H", "H", "H", "H"],
  "positions_angstrom": [[0.783, -2.183, -3.135], [2.651, -1.464, -2.630], [5.068, -0.816, -2.396], [3.927, -1.575, -3.126], [3.859, -2.341, -4.220], [2.104, -0.123, -1.408], [4.764, -2.557, -4.737], [2.549, -2.765, -4.424], [2.160, -3.397, -5.203], [1.827, -2.197, -3.392], [6.157, -1.031, -2.877], [1.192, 0.490, 2.063], [1.172, 0.749, 3.181], [1.454, 1.305, 1.336], [1.890, -0.380, 1.771], [5.009, -1.380, -0.919], [4.783, 0.695, -2.217], [3.867, -1.264, -0.145], [3.588, 1.124, -1.682], [5.962, -2.077, -0.247], [5.488, 1.770, -2.592], [6.948, -2.270, -0.697], [6.453, 1.645, -3.041], [5.429, -2.468, 0.975], [4.773, 2.924, -2.286], [4.108, -1.931, 1.008], [3.598, 2.473, -1.684], [5.909, -3.079, 1.749], [5.045, 3.943, -2.483], [3.371, -2.026, 1.803], [2.753, 2.995, -1.300], [0.132, 0.367, 1.757], [-3.982, 2.563, -1.454], [-4.052, 0.773, -0.848], [-5.662, 0.483, 0.127], [-3.978, -0.430, -2.307], [-2.035, 0.456, 0.329], [-0.253, 0.631, -1.669], [-2.113, 2.088, 2.148], [-3.857, 2.388, 2.819], [-1.144, 1.779, 3.796], [-1.454, 3.680, 1.368], [-2.207, -1.633, 1.499], [-3.737, -1.814, 2.600], [-2.240, -2.955, 0.140], [-0.714, -2.052, 2.613], [-4.823, 2.766, -2.136], [-3.053, 2.754, -2.008], [-4.036, 3.295, -0.636], [-6.526, 0.738, -0.509], [-5.784, -0.567, 0.428], [-5.734, 1.100, 1.033], [-3.037, -0.321, -2.865], [-4.056, -1.480, -1.994], [-4.807, -0.228, -3.003], [-4.311, 1.479, 3.240], [-3.789, 3.118, 3.642], [-4.551, 2.801, 2.076], [-0.058, 1.949, 3.711], [-1.438, 2.495, 4.591], [-1.305, 0.744, 4.152], [-0.441, 3.546, 0.964], [-2.090, 4.047, 0.549], [-1.402, 4.476, 2.128], [-4.681, -1.760, 2.040], [-3.713, -2.799, 3.097], [-3.779, -1.059, 3.398], [-1.381, -2.847, -0.537], [-2.178, -3.956, 0.598], [-3.155, -2.919, -0.465], [0.236, -2.009, 2.064], [-0.623, -1.390, 3.486], [-0.828, -3.082, 2.992]],
  "homo_ev": [-7.4, -7.6],
  "multiplicity": 5,
  "s2": 6.024,
  "e_above_lowest_kcal_mol": 0.0,
  "orbital_gap_ev": [7.73, 7.78],
  "mol_weight_g_mol": 656.3,
  "lumo_ev": [0.35, 0.19]
}

=====

{
  "formula": "C44H47N2O5RhSi",
  "method": "ωB97M-V/def2-TZVPD",
  "species": ["Rh", "O", "C", "O", "C", "C", "C", "C", "C", "O", "C", "C", "O", "O", "H", "H", "H", "H", "H", "H", "H", "H", "C", "C", "C", "C", "C", "C", "C", "N", "C", "C", "C", "C", "C", "C", "C", "N", "C", "C", "C", "C", "H", "H", "H", "H", "H", "H", "H", "H", "H", "H", "H", "H", "H", "H", "H", "H", "H", "H", "H", "H", "H", "H", "H", "H", "C", "C", "C", "C", "C", "C", "Si", "C", "C", "C", "C", "C", "C", "C", "C", "C", "C", "C", "C", "H", "H", "H", "H", "H", "H", "H", "H", "H", "H", "H", "H", "H", "H", "H"],
  "positions_angstrom": [[-0.762, -0.195, 0.075], [2.772, -2.222, 2.441], [1.862, -2.069, 1.670], [0.888, -1.158, 1.890], [1.641, -2.970, 0.474], [0.205, -3.545, 0.453], [0.197, -4.826, -0.392], [0.293, -4.242, -1.827], [0.356, -2.739, -1.533], [-0.509, -2.623, -0.387], [1.741, -2.369, -0.970], [2.079, -0.873, -1.109], [3.050, -0.598, -1.815], [1.328, -0.020, -0.519], [2.375, -3.760, 0.608], [-0.278, -3.623, 1.424], [1.029, -5.481, -0.137], [-0.731, -5.375, -0.243], [1.168, -4.588, -2.377], [-0.598, -4.476, -2.408], [-0.002, -2.098, -2.333], [2.520, -2.880, -1.529], [-3.948, 0.943, -6.313], [-2.430, 0.860, -6.153], [-1.801, 2.104, -6.793], [-1.927, -0.399, -6.877], [-2.011, 0.769, -4.691], [-0.665, 0.744, -4.341], [-0.301, 0.597, -3.015], [-1.199, 0.470, -2.036], [-2.485, 0.542, -2.338], [-2.923, 0.683, -3.646], [-3.420, 0.480, -1.174], [-4.777, 0.742, -1.298], [-5.613, 0.748, -0.191], [-5.018, 0.475, 1.032], [-3.666, 0.212, 1.085], [-2.875, 0.213, 0.005], [-7.101, 1.061, -0.267], [-7.570, 1.292, -1.705], [-7.895, -0.113, 0.326], [-7.376, 2.333, 0.550], [-4.197, 1.003, -7.374], [-4.356, 1.831, -5.823], [-4.446, 0.060, -5.906], [-2.116, 2.184, -7.835], [-0.711, 2.063, -6.775], [-2.113, 3.011, -6.269], [-2.251, -0.384, -7.921], [-2.325, -1.301, -6.407], [-0.838, -0.461, -6.860], [0.114, 0.828, -5.087], [0.741, 0.583, -2.713], [-3.984, 0.720, -3.845], [-5.174, 0.959, -2.278], [-5.592, 0.465, 1.950], [-3.177, 0.009, 2.028], [-7.420, 0.404, -2.325], [-7.051, 2.134, -2.169], [-8.636, 1.522, -1.702], [-7.649, -1.047, -0.184], [-8.966, 0.068, 0.213], [-7.688, -0.243, 1.390], [-6.790, 3.172, 0.170], [-7.125, 2.194, 1.603], [-8.435, 2.595, 0.486], [3.640, 1.418, 6.125], [3.980, 1.064, 4.826], [3.060, 0.417, 4.012], [1.782, 0.120, 4.488], [1.451, 0.489, 5.796], [2.372, 1.129, 6.612], [0.437, -0.562, 3.414], [-0.567, -1.929, 4.173], [-1.665, -2.396, 3.441], [-2.451, -3.434, 3.921], [-2.150, -4.021, 5.146], [-1.061, -3.574, 5.881], [-0.274, -2.537, 5.394], [-0.694, 0.858, 2.966], [-1.751, 1.184, 3.825], [-2.530, 2.312, 3.613], [-2.268, 3.140, 2.526], [-1.225, 2.841, 1.666], [-0.440, 1.707, 1.874], [4.362, 1.919, 6.759], [4.968, 1.289, 4.444], [3.345, 0.132, 3.007], [0.457, 0.278, 6.184], [2.100, 1.407, 7.623], [-1.891, -1.955, 2.473], [-3.297, -3.783, 3.341], [-2.762, -4.832, 5.522], [-0.821, -4.038, 6.830], [0.584, -2.202, 5.969], [-1.970, 0.542, 4.675], [-3.336, 2.551, 4.297], [-2.870, 4.026, 2.361], [-1.011, 3.486, 0.822], [0.433, 1.555, 1.242]],
  "homo_ev": [-6.4, -6.4],
  "multiplicity": 1,
  "e_above_lowest_kcal_mol": 0.0,
  "orbital_gap_ev": [6.25, 6.25],
  "mol_weight_g_mol": 814.9,
  "lumo_ev": [-0.13, -0.13]
}

=====

Electronic energy (computed, eV): -46624.874; -9400.921; -97214.732; -70497.348